1.
Computed, not measured: C35H45N10NaO4S as an isolated structure, with the ωB97M-V functional and the def2-TZVPD basis.

The calculation puts the energy relative to the best compared isomer or geometry (same formula, charge and spin) at 0.864 eV. The gap between HOMO and LUMO is 5.72 eV. Its total energy is -75368.16348 eV.

The geometry in ORCA input format:
```
! wB97M-V def2-TZVPD RIJCOSX def2/J DEFGRID3
* xyz 0 1
S -1.792 0.704 -3.507
Na -0.060 0.653 -0.317
O 0.761 1.682 -2.405
O 0.960 2.423 0.767
O 1.918 -1.077 2.183
O 1.003 -1.090 -1.235
N 4.909 -1.506 2.501
N 4.534 -2.687 -0.270
N -0.466 3.992 -2.854
N -1.696 -1.344 -0.397
N -2.212 4.489 -1.349
N -1.569 6.022 -2.906
N 1.261 4.538 0.049
N -2.038 2.319 -0.174
N 0.874 0.696 -3.286
N -0.981 0.129 2.209
C -0.163 -4.456 -1.276
C 2.126 -0.048 2.824
C 2.224 -4.522 -1.173
C 2.371 -0.803 -4.376
C 1.068 -5.199 -1.341
C 1.353 1.915 4.072
C 2.330 4.104 -0.841
C -0.393 4.107 1.791
C 0.009 -1.002 -4.677
C 3.682 1.778 3.631
C -2.440 0.145 2.265
C 1.269 -1.460 -4.943
C 3.351 -2.318 -0.793
C -0.231 -3.109 -1.158
C -3.123 -1.014 1.550
C 2.843 3.836 4.794
C -1.538 -2.494 -0.889
C 2.249 -3.090 -1.052
C 0.665 3.613 0.834
C -3.037 -0.992 0.022
C -2.096 3.313 -0.764
C -0.245 0.111 -3.832
C 3.489 0.460 3.070
C 0.912 5.946 0.120
C 4.647 -0.215 2.775
C -1.420 4.769 -2.362
C 4.665 -3.782 0.700
C -0.393 0.489 3.266
C 2.667 2.489 4.154
C 1.052 0.776 3.404
C 3.692 -3.629 1.873
C 1.014 -6.682 -1.567
C 1.007 -2.316 -1.175
C 4.167 -2.682 2.972
C 2.123 0.262 -3.557
H -3.261 0.010 -0.350
H 5.704 -3.780 1.038
H -3.778 -1.691 -0.390
H 3.524 -4.608 2.328
H 3.888 4.145 4.775
H -2.781 0.177 3.310
H 4.515 -4.737 0.206
H 3.320 -2.340 3.557
H 0.410 -7.176 -0.803
H -2.398 -3.161 -1.054
H 2.889 0.827 -3.047
H -2.435 6.465 -2.647
H -0.287 3.010 -2.571
H -4.182 -0.973 1.823
H -2.752 1.073 1.778
H 0.534 2.473 4.518
H -1.094 -5.018 -1.288
H 5.893 -1.684 2.383
H -0.865 3.240 2.242
H 5.140 -1.908 -0.081
H 2.258 4.599 4.275
H 3.160 -5.065 -1.219
H 3.388 -1.115 -4.561
H 1.502 6.486 -0.615
H -0.142 6.109 -0.112
H 2.430 4.828 -1.647
H 4.695 2.167 3.675
H 3.236 -1.255 -0.981
H -2.735 -1.968 1.921
H -1.313 6.133 -3.873
H 0.565 -6.917 -2.534
H -1.152 4.696 1.277
H 4.848 -3.213 3.645
H 0.056 4.735 2.565
H 2.012 -7.119 -1.545
H 2.733 -3.283 1.494
H -0.863 -1.477 -5.104
H 2.512 3.827 5.835
H 1.413 -2.316 -5.590
H 2.088 3.132 -1.265
H 3.283 4.034 -0.306
H -0.978 0.744 4.165
H 0.068 4.312 -3.643
H 5.551 0.392 2.780
H 1.126 6.376 1.103
*
```

=====

2.
Computed, not measured: C35H46AsFeNO4S6SbSi as an isolated structure, with the ωB97M-V functional and the def2-TZVPD basis.

As for the expectation value of S²: 8.773. The calculation puts the energy relative to the best compared isomer or geometry (same formula, charge and spin) at 0.000 eV. The gap between HOMO and LUMO (spin up / spin down) is 5.98 / 5.99 eV. Its total energy is -221382.77011 eV.

The geometry in ORCA input format:
```
! wB97M-V def2-TZVPD RIJCOSX def2/J DEFGRID3
* xyz -2 6
Sb 0.102 -2.672 -0.561
As 2.185 0.860 3.070
Fe -0.023 0.588 0.745
S -0.055 2.988 0.343
S 2.839 2.832 3.193
S -2.476 0.033 0.451
S -0.091 0.795 3.000
S 2.936 -0.607 4.352
S 2.226 0.124 0.939
Si -4.437 -0.327 0.087
O -5.447 -0.184 1.391
O -4.664 -1.894 -0.371
O -5.142 0.665 -1.058
O 0.167 0.606 -1.335
N 0.095 1.738 -2.001
C -7.053 1.590 1.461
C 4.977 -3.332 -0.983
C 4.246 -4.210 -0.195
C -0.021 2.934 -1.352
C -0.700 -7.433 -1.725
C 2.878 -4.031 -0.041
C -1.920 -3.008 3.255
C 0.157 1.653 -3.348
C -1.103 -6.967 -0.482
C -3.508 0.721 -2.879
C -4.576 1.474 -2.089
C -5.889 -2.440 -2.362
C 0.146 -5.243 -2.245
C -0.931 -2.952 4.226
C -0.232 -2.844 1.535
C -7.098 -2.100 -0.201
C -0.027 4.013 -3.534
C -0.253 -4.760 -1.000
C 0.401 -2.825 3.858
C 4.339 -2.269 -1.606
C -4.715 1.980 2.285
C 2.228 -2.969 -0.662
C 0.752 -2.773 2.516
C -0.069 -6.566 -2.607
C -5.565 -4.058 -0.482
C -3.987 2.745 -1.483
C -5.803 -2.593 -0.845
C -5.839 0.958 2.143
C -1.572 -2.941 1.914
C 2.973 -2.089 -1.442
C -5.745 1.831 -3.006
C -0.092 4.085 -2.169
C -6.225 0.426 3.521
C -0.880 -5.642 -0.123
C 0.106 2.761 -4.147
H -4.626 -4.398 -0.920
H -4.955 -2.766 -2.821
H 6.045 -3.471 -1.102
H -2.694 0.410 -2.221
H 2.487 -1.230 -1.892
H -7.286 -1.059 -0.468
H 1.790 -2.607 2.250
H -7.033 -2.167 0.884
H 0.253 -6.919 -3.580
H -7.874 0.870 1.418
H -6.605 1.229 4.157
H 1.173 -2.695 4.604
H -0.199 5.030 -1.657
H -2.356 -2.913 1.164
H 0.160 2.646 -5.220
H -1.189 -5.298 0.857
H -5.353 -0.022 3.998
H 0.652 -4.581 -2.942
H -6.186 0.925 -3.426
H -6.378 -4.691 -0.847
H -6.790 1.876 0.442
H -7.935 -2.710 -0.552
H -5.495 -4.161 0.602
H -5.411 2.471 -3.826
H 0.240 0.637 -3.703
H -7.390 2.474 2.008
H -3.167 2.502 -0.803
H -4.434 2.392 1.316
H -3.101 1.372 -3.657
H -6.515 2.358 -2.438
H -0.872 -8.466 -2.005
H -6.711 -3.039 -2.764
H -3.825 1.526 2.720
H -0.079 4.916 -4.130
H -1.592 -7.636 0.217
H 2.313 -4.719 0.581
H -4.759 3.284 -0.928
H -2.966 -3.060 3.536
H -3.934 -0.162 -3.357
H 4.743 -5.033 0.306
H -6.997 -0.338 3.417
H -6.060 -1.394 -2.614
H 4.909 -1.561 -2.196
H -3.605 3.400 -2.271
H -1.201 -2.960 5.276
H -5.049 2.801 2.925
*
```